(1)
Molecular formula: C6H20ClI2OP2Tc
Method: DFT, wB97M-V/def2-TZVPD

The LUMO energy (alpha / beta) comes out at -13.6 / -13.9 eV. The value obtained for the energy above the lowest of the compared OMol25 structures with the same formula, charge and spin is 8.8 kcal/mol. As for the spin multiplicity: 4. Its charge is +3. The value obtained for the gap between HOMO and LUMO (alpha / beta) is 6.0 / 5.6 eV. The calculation puts the highest occupied orbital energy (alpha / beta) at -19.59 / -19.52 eV. For the total energy, the calculation gives -2133.75961 Eh.

The geometry in XYZ format:
```
33
Properties=species:S:1:pos:R:3:forces:R:3:lowdin_charge:R:1
I 0.3028 1.2629 -3.6884 -0.939 1.385 0.891 0.50
I -0.4419 2.7583 -1.3060 1.393 -1.072 -1.033 0.52
Tc 0.0196 -0.4684 0.0604 -0.312 -2.763 -0.510 0.79
P -2.1137 0.2391 0.0086 -4.884 -0.393 -0.586 0.57
C -3.1007 1.1928 1.1820 1.142 0.876 0.482 -0.19
C -2.9134 0.5197 -1.6021 0.666 0.469 -0.227 -0.29
H -3.9920 0.3767 -1.4478 0.278 -0.019 -0.065 0.09
H -3.9263 -1.3346 0.2860 0.193 0.065 -0.101 0.09
H -2.5032 -0.1729 -2.3451 -0.262 0.127 0.077 0.04
H -2.4166 -2.2211 -0.1309 -0.350 -0.032 0.168 0.04
H -2.9096 2.2535 1.0167 -0.242 0.087 0.281 0.06
H -2.6773 1.5569 -1.8888 -0.636 -0.655 -0.128 -0.05
C -2.8483 -1.4109 0.4700 1.353 -0.383 0.233 -0.21
H -4.1563 0.9581 1.0099 0.202 -0.072 -0.194 0.10
H -2.6896 -1.5968 1.5454 -0.176 -0.048 -0.381 0.06
H -2.8269 0.9033 2.2020 -0.136 0.248 -0.068 0.08
P 2.1075 0.2969 -0.0581 6.191 -0.315 -0.331 0.65
C 3.0833 1.2420 1.1569 -1.191 1.140 0.509 -0.19
C 2.9315 -1.3248 0.3845 -1.362 -0.747 0.336 -0.22
H 2.5200 -0.1226 -2.3999 0.302 0.122 0.235 -0.01
H 4.0196 0.4348 -1.5653 -0.272 0.064 0.331 0.10
H 2.6850 1.5894 -1.9740 0.393 -0.060 -0.162 0.00
C 2.9358 0.5734 -1.6615 -1.051 0.430 -0.408 -0.29
H 2.4893 -2.1482 -0.1868 0.274 -0.101 0.154 0.04
H 4.0037 -1.2726 0.1528 -0.311 0.358 -0.143 0.10
H 4.1621 1.0617 1.0342 -0.431 -0.227 -0.371 0.10
H 2.7890 0.9335 2.1662 0.090 0.166 -0.099 0.07
H 2.8126 -1.5131 1.4630 0.060 -0.036 -0.405 0.06
H 2.8713 2.3034 1.0218 0.186 0.095 0.243 0.07
Cl 0.0045 -1.7525 -1.8201 -0.016 0.787 1.169 0.15
O 0.2202 -1.6377 2.0101 -0.943 0.278 -0.387 -0.07
H -0.0788 -1.0736 2.7247 0.332 0.599 0.966 0.10
H -0.3633 -2.4065 2.1795 0.457 -0.373 -0.476 0.13
```
Positions in Å, forces in eV/Å.



(2)
Molecular formula: C5H10NO
Method: DFT, wB97M-V/def2-TZVPD

The LUMO energy (alpha / beta) comes out at -2.3 / -2.6 eV. The value obtained for the energy above the lowest of the compared OMol25 structures with the same formula, charge and spin is 145.0 kcal/mol. As for the spin multiplicity: 2. The value obtained for the gap between HOMO and LUMO (alpha / beta) is 5.1 / 4.8 eV. The calculation puts the highest occupied orbital energy (alpha / beta) at -7.42 / -7.41 eV. For the total energy, the calculation gives -326.18805 Eh.

The geometry in XYZ format:
```
17
Properties=species:S:1:pos:R:3:forces:R:3:lowdin_charge:R:1
C -1.8578 0.1450 0.0058 -1.320 -0.018 0.242 -0.57
O -2.8755 0.4797 -0.7555 1.259 -0.082 -0.235 -0.20
C -0.4626 0.4419 -0.5989 0.833 0.278 -0.303 -0.18
C 0.5839 0.1640 0.3484 -2.128 -0.829 0.091 0.06
C 1.9688 0.0700 0.0062 1.426 1.928 0.696 -0.43
C 2.8479 -0.9994 -0.1112 -0.788 -0.176 -1.967 0.15
N 2.2732 1.3770 0.1033 0.672 -1.463 -0.985 0.19
H -1.8441 0.7011 0.9833 0.259 -0.133 0.084 0.12
H -1.8070 -0.9513 0.2443 -0.098 0.055 0.434 0.08
H -0.3352 -0.1122 -1.5437 0.391 0.252 -0.068 0.14
H -0.4418 1.5103 -0.8767 -0.258 -0.008 0.164 0.16
H -4.0575 -0.4507 1.0303 -0.326 0.216 0.179 0.06
H 0.3765 0.0672 1.4159 -0.362 0.266 -0.109 0.15
H 3.7496 -0.8251 -0.6917 0.317 0.068 0.657 0.08
H 2.4190 -1.9862 -0.2452 0.160 -0.134 0.541 0.08
H 3.2548 1.4785 -0.1799 0.075 0.310 0.402 0.08
H -3.7923 -1.1098 0.8654 -0.112 -0.531 0.177 0.05
```
Positions in Å, forces in eV/Å.